The following is a quantum chemistry calculation of a 21-piece molecular cluster, C84H168O47 overall, from the Open Molecules 2025 dataset.

Computed properties:
Largest force on an atom: 6.32 eV/Å
E_tot: -6837.334376 a.u.
Orbital gap: 0.3577 Ha
Highest occupied orbital energy: -9.26 eV

Atoms and positions in Å:
C -14.3604 4.6156 -9.0763
C -13.0843 3.8621 -8.8490
O -13.0906 2.4588 -9.3424
C -12.4187 2.0767 -10.4218
O -12.0243 2.8530 -11.2700
O -12.3738 0.7574 -10.4694
C -11.7241 0.2037 -11.5715
H -15.0336 4.3105 -8.2751
H -14.7959 4.4048 -10.0531
H -14.1541 5.6837 -9.0075
H -12.8867 3.9403 -7.7800
H -12.2671 4.4953 -9.1945
H -11.9096 -0.8690 -11.6255
H -10.6626 0.2885 -11.3387
H -11.9575 0.5448 -12.5801
C -7.1998 0.3878 -2.4737
C -7.5620 1.7960 -2.7784
O -9.0028 1.9510 -2.9044
C -9.4951 3.1136 -3.2986
O -8.9113 4.0174 -3.9458
O -10.7961 3.2254 -3.0058
C -11.5017 4.3506 -3.3409
H -7.7646 0.1179 -1.5814
H -6.1221 0.3673 -2.3118
H -7.3677 -0.2609 -3.3333
H -7.0402 2.1540 -3.6659
H -7.1816 2.3594 -1.9263
H -11.6142 4.4692 -4.4185
H -11.1462 5.3341 -3.0338
H -12.5544 4.1860 -3.1110
C -17.5985 10.1564 -4.6049
C -17.3683 8.6342 -4.5867
O -16.0158 8.2580 -5.0850
C -15.9039 7.0144 -5.3231
O -16.7644 6.1823 -5.4922
O -14.5392 6.7715 -5.4553
C -14.0046 5.4632 -5.6334
H -17.1050 10.6700 -3.7798
H -18.6679 10.3437 -4.5077
H -17.1852 10.5324 -5.5408
H -18.0713 8.1302 -5.2499
H -17.3972 8.1408 -3.6152
H -12.9266 5.5031 -5.7896
H -14.4468 4.8535 -6.4213
H -14.1832 4.9440 -4.6918
C -27.6166 8.5423 -3.7638
C -27.8588 7.3896 -4.7200
O -26.5670 6.8628 -4.9434
C -26.4425 5.9796 -5.9478
O -27.3197 5.5146 -6.6501
O -25.1640 5.9649 -6.1877
C -24.5693 5.6085 -7.4046
H -28.4698 8.7631 -3.1224
H -27.3936 9.3883 -4.4140
H -26.7103 8.5851 -3.1597
H -28.2591 7.7608 -5.6635
H -28.5304 6.6533 -4.2784
H -25.1620 5.1426 -8.1919
H -23.6967 5.0240 -7.1131
H -23.9878 6.4112 -7.8583
C -19.4450 4.8143 0.7179
C -18.4554 4.5869 1.9134
O -19.1876 4.4804 3.1695
C -19.6746 3.3390 3.4455
O -19.4198 2.2924 2.7434
O -20.1965 3.3824 4.6575
C -20.5271 2.1717 5.3474
H -18.8664 4.4561 -0.1336
H -19.8384 5.8107 0.5164
H -20.3524 4.2108 0.7403
H -17.8982 5.5163 2.0311
H -17.7631 3.7861 1.6536
H -21.2905 1.6085 4.8106
H -20.9153 2.4626 6.3235
H -19.6521 1.5322 5.4636
C -24.8636 -0.3688 -1.5702
C -26.4330 -0.3484 -1.6194
O -26.9122 0.9978 -1.2817
C -28.1872 1.4126 -1.8564
O -28.8842 0.6926 -2.5267
O -28.3842 2.7805 -1.6908
C -29.5888 3.4325 -2.2192
H -24.5183 -1.3859 -1.7553
H -24.5843 -0.1927 -0.5314
H -24.3595 0.2763 -2.2897
H -26.8968 -1.1190 -1.0035
H -26.8193 -0.7372 -2.5616
H -29.5030 4.4984 -2.0080
H -30.3936 2.9434 -1.6703
H -29.6491 3.1899 -3.2801
C -21.6753 7.2459 2.9200
C -22.1769 7.9744 4.1812
O -23.4784 7.5028 4.5446
C -24.5757 8.1416 4.2162
O -24.6442 9.3695 4.2255
O -25.5662 7.2231 4.2056
C -26.9529 7.6891 4.1294
H -22.0574 7.7199 2.0159
H -22.0034 6.2094 2.9990
H -20.5853 7.2537 2.9162
H -22.0082 9.0325 3.9814
H -21.3622 7.8050 4.8853
H -27.6532 6.9220 4.4598
H -27.2191 7.9206 3.0980
H -27.1799 8.5750 4.7225
C -24.6034 7.5920 -11.3193
C -23.6151 8.6818 -10.8660
O -23.4353 8.6585 -9.5257
C -22.1959 8.6581 -8.9419
O -21.0988 8.5951 -9.4899
O -22.4131 8.6812 -7.6031
C -21.4712 8.0932 -6.8094
H -25.5533 7.5668 -10.7853
H -24.1687 6.6023 -11.1791
H -24.8372 7.7300 -12.3749
H -23.9160 9.7250 -10.9627
H -22.7470 8.6325 -11.5232
H -20.9580 7.2528 -7.2768
H -21.8591 7.8885 -5.8116
H -20.8297 8.9728 -6.7570
C -11.3540 -0.5314 -1.9935
C -12.3759 0.3067 -2.5391
O -13.5948 -0.3786 -2.5134
C -14.6912 0.2146 -2.6071
O -14.8335 1.4306 -2.7348
O -15.6709 -0.6761 -2.4180
C -17.0023 -0.3845 -2.6534
H -10.5304 0.1601 -1.8157
H -11.1150 -1.3677 -2.6504
H -11.6307 -0.7951 -0.9727
H -12.1662 0.6361 -3.5567
H -12.5464 1.1348 -1.8511
H -17.1090 0.1496 -3.5976
H -17.5033 0.2789 -1.9484
H -17.5133 -1.3435 -2.7384
C -20.2104 -0.4987 -9.8476
C -19.4599 -0.2376 -8.5529
O -20.3044 -0.5531 -7.4812
C -19.9538 -0.5374 -6.1731
O -18.8119 -0.4904 -5.6807
O -21.0385 -0.7719 -5.5446
C -20.9013 -0.6919 -4.1236
H -20.7228 -1.4523 -9.7205
H -19.5966 -0.6240 -10.7396
H -20.8330 0.3802 -10.0148
H -19.1183 0.7949 -8.4801
H -18.5908 -0.8865 -8.4441
H -21.8716 -0.8575 -3.6553
H -20.4963 0.1743 -3.6005
H -20.3665 -1.5397 -3.6953
C -22.6893 2.4281 -1.1660
C -22.0486 2.9110 -2.4918
O -20.6189 2.9792 -2.3216
C -19.9332 3.2045 -3.4970
O -20.3886 3.4518 -4.6292
O -18.6656 2.8612 -3.2826
C -17.6949 2.9139 -4.2793
H -22.5477 1.4008 -0.8305
H -23.7690 2.4803 -1.3058
H -22.3310 3.0741 -0.3645
H -22.3937 3.9393 -2.6002
H -22.3013 2.2662 -3.3336
H -17.8051 3.6951 -5.0314
H -17.8387 2.0055 -4.8644
H -16.6873 2.9617 -3.8664
C -10.0197 -0.0604 -5.9029
C -10.8526 1.1022 -6.3627
O -12.1146 0.6898 -6.6735
C -13.2051 1.3499 -6.2560
O -13.3107 2.3811 -5.5774
O -14.2539 0.6767 -6.6430
C -15.5933 1.0829 -6.2576
H -8.9857 0.2739 -5.8184
H -10.0415 -0.7749 -6.7258
H -10.4097 -0.4155 -4.9489
H -10.4904 1.7099 -7.1919
H -11.0035 1.7699 -5.5145
H -15.7400 2.1629 -6.2542
H -15.8390 0.7202 -5.2594
H -16.2508 0.5746 -6.9629
C -15.2974 -2.4755 -7.4532
C -13.8974 -2.0786 -7.9848
O -13.3034 -3.0924 -8.7356
C -13.6593 -3.2799 -10.0239
O -14.3203 -2.5387 -10.7389
O -13.3954 -4.5366 -10.3615
C -13.6930 -5.0447 -11.6739
H -15.1562 -3.3859 -6.8706
H -15.8682 -2.7824 -8.3296
H -15.7603 -1.7325 -6.8038
H -13.2503 -1.7190 -7.1848
H -14.0818 -1.1057 -8.4402
H -12.7898 -5.4716 -12.1097
H -14.1818 -4.2965 -12.2978
H -14.5037 -5.7734 -11.6740
C -26.3844 -1.4788 2.3426
C -25.4619 -1.8336 3.4515
C -25.0943 -3.2687 3.2203
O -25.1188 -3.3742 1.8899
C -26.2383 -2.6520 1.3841
H -26.0345 -0.5453 1.9019
H -27.3968 -1.4403 2.7449
H -25.7310 -1.4963 4.4524
H -24.4808 -1.3752 3.3277
H -25.8016 -4.0164 3.5793
H -24.1170 -3.5607 3.6046
H -27.0648 -3.3398 1.5623
H -26.0235 -2.3889 0.3484
C -20.2077 3.9099 -8.3446
C -20.0554 3.8667 -9.8522
C -21.5677 3.7008 -10.2521
O -22.3146 3.3987 -9.0734
C -21.4974 3.1544 -7.9754
H -20.3169 4.9423 -8.0126
H -19.2693 3.5570 -7.9168
H -19.7120 2.9919 -10.4044
H -19.6314 4.7651 -10.3009
H -21.7289 2.8642 -10.9320
H -21.9022 4.6510 -10.6685
H -21.3570 2.0747 -7.9253
H -21.8127 3.4208 -6.9665
C -25.6428 6.0113 0.1857
C -26.4727 6.0423 -1.0309
C -25.5450 5.1786 -1.9630
O -24.2663 5.6952 -1.6659
C -24.1716 5.8439 -0.2177
H -26.0286 5.1160 0.6732
H -25.9332 6.8386 0.8333
H -26.5602 7.0313 -1.4806
H -27.4354 5.5347 -0.9717
H -25.8182 5.3401 -3.0058
H -25.5593 4.1016 -1.7955
H -23.5178 6.6626 0.0829
H -23.8558 4.9300 0.2855
C -24.1300 1.5501 2.6656
C -24.2937 1.6645 4.1773
C -24.6107 3.0972 4.3127
O -25.1989 3.4590 3.0831
C -25.1875 2.4279 2.0458
H -24.1116 0.5051 2.3564
H -23.1108 1.8777 2.4605
H -23.3895 1.4128 4.7317
H -25.1275 1.0717 4.5533
H -23.7746 3.7289 4.6125
H -25.1903 3.2284 5.2265
H -24.7298 2.7046 1.0961
H -26.1556 1.9345 1.9600
C -13.5137 5.8948 -0.7778
C -14.7001 5.5472 -1.6867
C -15.3666 4.3753 -0.8833
O -15.2725 4.7288 0.4915
C -14.0721 5.4572 0.6055
H -13.3802 6.9542 -0.9970
H -12.6402 5.2710 -0.9674
H -14.3785 5.1413 -2.6458
H -15.2682 6.4509 -1.9075
H -14.7798 3.4909 -1.1316
H -16.4065 4.1663 -1.1342
H -13.2300 4.8927 1.0057
H -14.1270 6.3589 1.2154
C -25.5013 0.9255 -4.8896
C -24.0960 1.1230 -5.4842
C -24.1587 0.1246 -6.6253
O -24.9436 -0.9751 -6.0542
C -25.8071 -0.5683 -5.0628
H -26.2417 1.5553 -5.3828
H -25.4519 1.1547 -3.8251
H -23.3589 1.0424 -4.6852
H -23.8527 2.1337 -5.8120
H -23.1923 -0.2174 -6.9957
H -24.7978 0.4477 -7.4470
H -25.5006 -1.0801 -4.1506
H -26.8362 -0.7730 -5.3582
C -21.4175 -0.4193 2.2849
C -21.8685 -1.2339 1.0894
C -21.4972 -2.6171 1.5553
O -20.2975 -2.5041 2.3193
C -20.1725 -1.1405 2.8302
H -22.2072 -0.6632 2.9956
H -21.3478 0.6582 2.1361
H -21.4704 -0.9117 0.1273
H -22.9422 -1.1117 0.9469
H -21.2664 -3.3195 0.7544
H -22.2171 -3.0202 2.2676
H -19.2754 -0.7019 2.3932
H -20.2039 -1.0275 3.9138
C -22.3575 9.0187 -2.1867
C -21.4765 7.9127 -2.0155
C -20.5855 8.0289 -3.2173
O -21.0520 9.1499 -3.8799
C -21.5729 10.0455 -2.9295
H -22.6476 9.3010 -1.1747
H -23.2253 8.8349 -2.8201
H -22.0322 6.9789 -1.9301
H -20.9222 8.1376 -1.1043
H -20.7076 7.2387 -3.9581
H -19.5178 8.0977 -3.0092
H -22.0382 10.8677 -3.4731
H -20.6791 10.4861 -2.4878

Forces on atoms 1 to 2 (eV/Å):
-0.5 -0.6 -0.1
1.0 0.5 -0.5